Record 1
The following is a quantum chemistry calculation of HIN3P3 in the gas phase, from the OMol25 dataset.

Cartesian coordinates (Å):
N -0.247 -1.311 1.324
N -0.257 -1.489 -1.321
N -2.369 -2.404 0.009
P -1.554 -2.385 1.412
P -1.699 -2.124 -1.489
P 0.437 -0.797 -0.066
I 2.796 -0.903 -0.072
H 0.387 0.573 -0.541

Values from the calculation:
**Net charge**: 0
**E**: -1486.6625 a.u.
**Orbital gap**: 8.42 eV
**Energy above the lowest of the compared OMol25 structures with the same formula, charge and spin**: 0.0 kcal per mole
**Max |F|**: 2.721 eV/Å
**LUMO energy**: -1.188 eV
**Spin multiplicity**: 1
**Structure (SMILES)**: I[P@H]1=NP=NP=N1

Record 2
The following is a quantum chemistry calculation of HIO2 in the gas phase, from the OMol25 dataset.

Cartesian coordinates (Å):
O -0.139 0.032 -0.853
O -0.186 -0.704 0.338
I 1.324 0.328 1.672
H -0.999 0.344 -1.156

Values from the calculation:
**Net charge**: 0
**E**: -448.6119 a.u.
**Orbital gap**: 7.75 eV
**Energy above the lowest of the compared OMol25 structures with the same formula, charge and spin**: 12.9 kcal per mole
**Max |F|**: 2.449 eV/Å
**LUMO energy**: -2.142 eV
**Spin multiplicity**: 1
**Structure (SMILES)**: OOI

Record 3
The following is a quantum chemistry calculation of a molecular structure, HLaO2S, from the OMol25 dataset.

Cartesian coordinates (Å):
La -1.184 -0.784 0.091
S -0.199 -0.236 -2.623
O 0.666 0.065 -1.012
O 0.287 0.020 1.649
H 0.430 0.935 1.895

Values from the calculation:
**Net charge**: +1
**E**: -580.5529 a.u.
**Orbital gap (spin up / spin down)**: 8.28 / 7.30 eV
**<S²>**: 0.758
**Energy above the lowest of the compared OMol25 structures with the same formula, charge and spin**: 24.7 kcal per mole
**Max |F|**: 5.238 eV/Å
**LUMO energy (spin up / spin down)**: -5.791 / -6.502 eV
**Spin multiplicity**: 2

Record 4
The following is a quantum chemistry calculation of a gas-phase ion, HN2O3S (charge -1), from the OMol25 dataset.

Cartesian coordinates (Å):
N -1.490 0.080 0.622
N -0.441 0.615 0.266
O -0.373 2.159 0.034
O 0.344 -1.276 -1.174
O 2.059 -0.435 0.348
S 1.157 -0.136 -0.754
H -1.256 -1.007 0.658

Values from the calculation:
**Net charge**: -1
**E**: -733.9536 a.u.
**Orbital gap**: 8.59 eV
**Energy above the lowest of the compared OMol25 structures with the same formula, charge and spin**: 102.0 kcal per mole
**Max |F|**: 6.217 eV/Å
**LUMO energy**: 3.947 eV
**Spin multiplicity**: 1

Record 5
The following is a quantum chemistry calculation of 2 unconnected molecules or ions with the total composition HN2O3S, from the OMol25 dataset.

Cartesian coordinates (Å):
N 0.754 -0.641 1.766
N 0.024 0.511 0.259
O -2.203 -0.462 -0.516
O 1.934 -0.742 1.594
O -0.596 0.744 -2.059
S -0.768 -0.242 -0.889
H 0.855 0.832 -0.155

Values from the calculation:
**Net charge**: -1
**E**: -733.9238 a.u.
**Orbital gap (spin up / spin down)**: 8.68 / 6.24 eV
**Energy above the lowest of the compared OMol25 structures with the same formula, charge and spin**: 120.7 kcal per mole
**Max |F|**: 4.481 eV/Å
**LUMO energy (spin up / spin down)**: 4.217 / 2.686 eV
**Spin multiplicity**: 1

Record 6
The following is a quantum chemistry calculation of a molecular structure, HN2O8S2, from the OMol25 dataset.

Cartesian coordinates (Å):
N 0.024 0.361 -1.016
N 0.766 -0.522 -1.541
O 0.598 -1.528 -2.285
O 1.300 -1.091 0.877
O 2.052 -0.154 -1.278
O 2.050 2.287 -0.397
O -0.211 2.296 0.648
O 3.219 -2.173 -0.348
O 3.537 -0.113 0.749
O -1.250 0.388 -1.071
S 1.200 1.328 0.183
S 2.597 -1.004 0.157
H -1.000 2.070 0.198

Values from the calculation:
**Net charge**: -1
**E**: -1508.2457 a.u.
**Orbital gap (spin up / spin down)**: 8.98 / 8.98 eV
**Energy above the lowest of the compared OMol25 structures with the same formula, charge and spin**: 38.1 kcal per mole
**Max |F|**: 5.113 eV/Å
**LUMO energy (spin up / spin down)**: 3.179 / 3.179 eV
**Spin multiplicity**: 1